The following is a DFT calculation (wB97M-V/def2-TZVPD) of a molecular structure, C42H54BBaN5O3P2SSi2.

The orbital gap is 5.71 eV. Its HOMO energy is -2.34 eV. As for the energy above the lowest of the compared OMol25 structures with the same formula, charge and spin: 35.16 kcal/mol. The calculation puts the total energy at -104570.6927 eV.

The geometry in ORCA input format:
```
! wB97M-V def2-TZVPD RIJCOSX def2/J DEFGRID3
* xyz -2 1
Ba -0.8885 -0.3955 0.7604
C 1.5282 -3.6285 2.5859
Si 2.5491 -2.6234 1.3359
C 3.9518 -1.8284 2.3424
C 3.3405 -3.8724 0.1235
N 1.5739 -1.4862 0.5373
P 1.9525 -0.2520 -0.4502
C 1.1453 1.1550 -0.1706
P -0.0336 2.1609 -0.7548
N -1.4982 2.0038 -0.0781
Si -2.5895 3.1299 0.5776
C -1.8771 4.1173 2.0297
C -3.2164 4.3783 -0.7092
C -4.0940 2.1917 1.2300
C 0.5302 3.8923 -0.4954
C 1.1861 4.1457 0.7100
C 1.6044 5.4267 1.0228
C 1.3843 6.4709 0.1318
C 0.7341 6.2255 -1.0665
C 0.3029 4.9403 -1.3725
C -0.2748 2.0765 -2.5665
C 0.7243 2.4897 -3.4449
C 0.5422 2.4040 -4.8135
C -0.6313 1.8653 -5.3265
C -1.6207 1.4255 -4.4624
C -1.4477 1.5500 -3.0910
C 3.7639 0.0343 -0.4258
C 4.6740 -0.7994 -1.0571
C 6.0363 -0.5793 -0.9325
C 6.4991 0.4776 -0.1573
C 5.5924 1.3134 0.4798
C 4.2318 1.0969 0.3393
C 1.7004 -0.9039 -2.1555
C 2.3610 -0.3863 -3.2670
C 2.0635 -0.8272 -4.5451
C 1.0680 -1.7729 -4.7452
C 0.3857 -2.2890 -3.6515
C 0.7211 -1.8706 -2.3736
H 1.9984 -3.6085 3.5704
H 1.4147 -4.6754 2.3004
H 0.5236 -3.2183 2.7097
H 4.2792 -2.5259 3.1192
H 3.6036 -0.9175 2.8322
H 4.8218 -1.5614 1.7399
H 3.2185 -4.9097 0.4396
H 4.4119 -3.6927 0.0099
H 2.8847 -3.7712 -0.8637
H -1.4798 5.0837 1.7121
H -1.0649 3.5851 2.5259
H -2.6549 4.3074 2.7756
H -2.4587 5.1302 -0.9347
H -4.1013 4.8988 -0.3324
H -3.4848 3.8804 -1.6420
H -3.7883 1.5095 2.0293
H -4.5505 1.5937 0.4397
H -4.8538 2.8541 1.6476
H 1.3527 3.3302 1.4057
H 2.0963 5.6005 1.9721
H 1.7186 7.4729 0.3776
H 0.5521 7.0295 -1.7710
H -0.2192 4.7670 -2.3066
H 1.6537 2.8817 -3.0450
H 1.3262 2.7343 -5.4852
H -0.7648 1.7759 -6.3984
H -2.5281 0.9715 -4.8407
H -2.2248 1.2168 -2.4132
H 4.3290 -1.6390 -1.6497
H 6.7377 -1.2356 -1.4345
H 7.5635 0.6521 -0.0489
H 5.9447 2.1358 1.0906
H 3.5018 1.7415 0.8169
H 3.1126 0.3840 -3.1290
H 2.5886 -0.4089 -5.3964
H 0.8099 -2.0979 -5.7458
H -0.4177 -3.0025 -3.7886
H 0.2018 -2.3046 -1.5271
C 0.1459 -0.6981 4.9304
C -0.4485 0.6036 4.4203
C -1.8038 0.9135 5.0397
O -0.6348 0.4984 2.9985
C 0.5480 1.7931 4.6450
O 0.7646 2.1315 5.8162
O 0.8541 2.3698 3.5764
H -0.5288 -1.5378 4.7400
H 0.3336 -0.6208 6.0013
H 1.0893 -0.9006 4.4215
H -2.5417 0.1613 4.7462
H -2.1572 1.8902 4.7059
H -1.7257 0.9291 6.1277
H 0.0070 1.2029 2.7013
N -5.4928 -5.7607 -0.4987
C -4.2466 -6.2338 -0.3075
S -3.7223 -7.7178 -0.7706
C -3.3569 -5.2283 0.3988
C -2.0259 -5.1038 0.0158
C -1.2899 -4.0753 0.5835
N -1.7935 -3.2457 1.4887
C -3.0325 -3.4197 1.9168
C -3.8724 -4.3897 1.3850
H -6.1302 -6.3105 -1.0495
H -5.6530 -4.7653 -0.4724
H -1.6017 -5.7408 -0.7454
H -0.2689 -3.8875 0.2667
H -3.4124 -2.7204 2.6534
H -4.8882 -4.4697 1.7464
B -4.0604 -2.3310 -2.8722
C -3.4072 -1.8566 -1.4912
N -3.0148 -1.5505 -0.4472
H -4.1909 -3.5394 -2.7852
H -3.3316 -2.0302 -3.7887
H -5.1389 -1.7833 -2.9520
*
```